A structure of composition C27H32Br3IN4O2PV, computed with the ωB97M-V functional and the def2-TZVPD basis.

```
71
Properties=species:S:1:pos:R:3:mulliken_spin:R:1
V -1.14270 1.11623 -0.21474 0.96
Br -1.30929 2.04406 4.44455 0.00
C -2.66121 1.69436 3.18434 -0.01
C -3.96951 1.41720 3.61283 0.00
C -4.96715 1.18259 2.71246 0.01
Br -6.71685 0.87835 3.34875 0.00
C -4.71197 1.19487 1.32606 -0.01
C -5.67804 1.01736 0.30632 -0.01
C -5.31791 1.16637 -0.99841 0.00
C -3.97949 1.41506 -1.34002 0.01
N -3.02839 1.50072 -0.42923 0.01
C -3.38693 1.44863 0.91483 0.04
C -2.34303 1.73761 1.85206 -0.02
O -1.13039 2.07291 1.37576 -0.02
H -4.19163 1.41382 4.67169 0.00
H -6.69953 0.78472 0.57588 0.00
H -6.05263 1.07366 -1.78676 0.00
H -3.66915 1.50436 -2.37203 0.00
O 0.10942 0.94296 -1.68618 0.01
P 1.48282 0.94406 -1.00627 -0.02
N 1.19414 0.49637 0.57401 0.02
C 0.81574 -0.94158 0.86747 0.02
C 1.35497 -1.19413 2.27705 0.00
C 2.56077 -0.26638 2.37289 0.00
C 2.05535 0.99309 1.68574 0.00
N 2.42998 -0.13269 -1.75220 0.00
C 2.16470 -0.61886 -3.13256 0.00
C 3.14626 -1.80234 -3.30006 0.00
C 3.82259 -1.97907 -1.92876 0.00
C 3.76375 -0.57947 -1.33503 0.00
N 2.09219 2.44110 -1.05226 -0.01
C 3.53117 2.79681 -1.05313 0.00
C 3.63598 3.90472 -0.01523 0.00
C 2.32467 4.67000 -0.20854 0.00
C 1.28645 3.58182 -0.51772 0.03
H 1.26611 -1.60660 0.12760 0.00
H -0.25642 -1.09186 0.84334 -0.01
H 1.59874 -2.24386 2.42929 0.00
H 0.60778 -0.89996 3.01575 0.00
H 3.40198 -0.69226 1.82259 0.00
H 2.88279 -0.07559 3.39566 0.00
H 2.85394 1.62256 1.30654 0.00
H 1.43804 1.58273 2.36482 0.00
H 2.35859 0.16240 -3.86710 0.00
H 1.12450 -0.91840 -3.22063 0.00
H 3.88879 -1.56964 -4.06334 0.00
H 2.62435 -2.70583 -3.61190 0.00
H 4.83927 -2.36153 -2.00041 0.00
H 3.24161 -2.65836 -1.30087 0.00
H 4.54322 0.05118 -1.77395 0.00
H 3.86869 -0.55720 -0.24981 0.00
H 3.80130 3.18697 -2.03628 0.00
H 4.16539 1.93681 -0.84982 0.00
H 4.51843 4.52282 -0.16888 0.00
H 3.68488 3.49137 0.99281 0.00
H 2.41464 5.35858 -1.04995 0.00
H 2.04129 5.24633 0.66986 0.00
H 0.56352 3.90916 -1.26177 0.00
H 0.74613 3.28954 0.38506 -0.01
Br 0.56266 -3.92504 -1.22346 0.00
C -1.20918 -4.31756 -0.68416 0.00
C -1.44084 -5.55286 -0.09536 0.00
C -2.72025 -5.89312 0.31888 0.00
C -3.77063 -5.00209 0.14958 0.00
C -3.54254 -3.76555 -0.43422 0.00
C -2.26531 -3.43101 -0.85272 0.00
I -2.00810 -1.57709 -1.75693 0.01
H -0.61717 -6.24343 0.03249 0.00
H -2.89338 -6.85907 0.77652 0.00
H -4.77112 -5.26649 0.46692 0.00
H -4.35684 -3.06536 -0.56973 0.00
```

Properties
E_tot in eV: -291775.6725
Frontier orbital gap (alpha / beta) in eV: 6.9983 / 6.4691
LUMO energy (alpha / beta) in eV: -2.7 / -2.8
Charge: +1
Spin multiplicity: 2
HOMO (alpha / beta) in eV: -9.704 / -9.268
Energy relative to the best compared isomer or geometry (same formula, charge and spin) in eV: 0.0369